Version i
CH2N2O2 | the ωB97M-V functional and the def2-TZVPD basis

Geometry (Å):
O -0.97984 -1.22908 2.56756
O 0.78845 -0.26211 3.24314
N -0.06442 -0.45121 2.46436
N -0.02937 0.46534 1.35196
C -0.51393 0.02304 0.27044
H -0.69991 -1.03993 -0.08632
H -0.35580 0.77573 -0.41485

Results
HOMO ... -11.20 eV
SMILES ... C=N[N+](=O)[O-]

=====

Version ii
CH2N2O2 | the ωB97M-V functional and the def2-TZVPD basis

Geometry (Å):
O 0.08574 -1.16740 2.10677
O 0.97239 0.54590 1.07823
N 0.86488 -0.79111 1.28421
N 0.01861 0.51920 -1.28904
C -1.04148 0.25517 -1.54916
H -2.15177 -0.11195 -1.72998
H 1.25163 0.75020 0.09897

Results
HOMO ... -9.75 eV
SMILES ... O=NO.C#N

=====

Stability summary: most stable version ii, least stable version i.

=====

Version i
C3H9N3 | the ωB97M-V functional and the def2-TZVPD basis

Geometry (Å):
N 1.41459 -1.39239 0.25855
N -0.38166 -0.03384 -0.21106
N 1.68032 0.94392 -0.08492
C -1.06750 1.15895 0.26434
C -1.22787 -1.21463 -0.15993
C 0.95019 -0.22738 -0.03151
H 1.47641 1.50351 -0.90697
H -1.99266 1.34880 -0.31510
H 2.69241 0.74571 -0.08897
H -1.26030 -1.64224 0.86601
H 2.43882 -1.39719 0.27651
H -0.77355 -1.96342 -0.77796
H -0.41655 2.01835 0.10863
H -1.31647 1.07179 1.31893
H -2.21617 -0.91992 -0.51655

Results
HOMO ... -8.62 eV
SMILES ... [H]/N=C(\N)N(C)C

=====

Version ii
C3H9N3 | the ωB97M-V functional and the def2-TZVPD basis

Geometry (Å):
N -2.17538 0.84177 1.09342
N -2.10794 2.58741 -0.45527
N 1.49103 -0.57606 -0.10591
C -1.56213 1.60684 0.14318
C 1.60420 -1.26981 0.93306
C 1.54271 -1.34215 -1.37682
H 2.56886 -1.64026 -1.52559
H 1.19766 -0.67936 -2.15950
H -2.96696 1.30917 1.50943
H -1.45307 2.96035 -1.13208
H 1.67428 -0.74951 1.88870
H -0.58316 1.23968 -0.17117
H -1.62380 0.27914 1.71358
H 0.88130 -2.21088 -1.30986
H 1.51240 -2.35633 0.95483

Results
HOMO ... -9.20 eV
SMILES ... [H]/N=C/N.C=NC

=====

Stability summary: most stable version i, least stable version ii.

=====

Version i
C3H9N3 | the ωB97M-V functional and the def2-TZVPD basis

Geometry (Å):
N -0.60561 -0.03162 -0.59952
N 0.24173 1.03083 -2.46295
N 1.74706 0.72226 -0.67680
C 0.47638 0.55999 -1.30452
C -0.35335 -0.08298 0.87218
C -1.31676 -0.93812 1.66058
H 1.11492 1.46929 -2.75458
H -2.39566 -0.70411 1.57054
H 2.46422 0.88871 -1.36475
H 2.11970 0.15437 0.06714
H -1.24336 -0.55508 -1.17565
H 0.59324 -0.62494 0.85492
H -0.40086 0.95572 1.20200
H -1.15360 -0.83894 2.74234
H -1.28805 -2.00536 1.36905

Results
HOMO ... -8.51 eV
SMILES ... [H]/N=C(\N)NCC

=====

Version ii
C3H9N3 | the ωB97M-V functional and the def2-TZVPD basis

Geometry (Å):
N 1.36300 -1.41564 0.37797
N -0.41615 -0.02594 -0.25137
N 1.74116 0.88632 -0.19796
C 0.94249 -0.26620 -0.02161
C -1.23903 -1.16177 -0.21634
C -1.02460 1.15596 0.33702
H 1.37929 1.53375 -0.90230
H -2.06424 1.29710 -0.07780
H -0.41010 2.07714 0.10455
H -2.30947 -0.81632 -0.32115
H -1.02476 -1.75866 0.74585
H 2.75561 0.66370 -0.14170
H 2.36062 -1.39155 0.21985
H -1.04565 -1.88875 -1.12527
H -1.00816 1.11084 1.47028

Results
HOMO ... -8.76 eV
SMILES ... [H]/N=C(\N)N(C)C

=====

Stability summary: most stable version ii, least stable version i.